(1)
{"formula": "C4H12", "method": "ωB97M-V/def2-TZVPD", "charge": 1, "de_lowest_kcal_mol": 13.3, "multiplicity": 2, "lumo_energy_ev": [-3.68, -11.47], "orbital_gap_ev": [10.84, 3.05], "total_energy_ev": -4330.653, "homo_energy_ev": [-14.52, -14.52], "elements": ["C", "C", "H", "H", "H", "H", "H", "H", "C", "C", "H", "H", "H", "H", "H", "H"], "xyz": [[1.7689, -1.7581, 0.5972], [1.8521, -1.9937, -0.9200], [1.7259, -2.7055, 1.1337], [2.6130, -1.1906, 0.9887], [0.8705, -1.1809, 0.8376], [2.0945, -3.0326, -1.1487], [2.6633, -1.4122, -1.3590], [0.9411, -1.7565, -1.4603], [-2.3250, 1.3946, 0.2343], [-1.3615, 2.4441, 0.0307], [-3.2152, 1.6938, 0.8061], [-2.5506, 0.9117, -0.7406], [-2.0905, 0.4558, 0.8298], [-0.7344, 2.3070, -0.8514], [-0.6174, 2.3180, 0.9137], [-1.6347, 3.5052, 0.1084]]}

---

(2)
{"formula": "C4H12B2Ca2F10O2", "method": "ωB97M-V/def2-TZVPD", "charge": 0, "de_lowest_kcal_mol": 13.8, "lumo_energy_ev": -1.00, "orbital_gap_ev": 8.78, "total_energy_ev": -73862.260, "homo_energy_ev": -9.78, "elements": ["Ca", "Ca", "B", "F", "F", "F", "F", "B", "F", "F", "F", "F", "F", "F", "C", "C", "O", "H", "H", "H", "H", "H", "H", "C", "C", "O", "H", "H", "H", "H", "H", "H"], "xyz": [[2.0086, -1.4630, -1.7855], [-1.7085, -0.9508, -1.6074], [-2.2583, -3.3015, -0.8076], [-3.4049, -2.5286, -1.1480], [-2.6506, -4.4415, -0.1318], [-1.4575, -3.4914, -1.8825], [-1.5295, -2.5389, 0.0835], [4.3916, -0.5288, -0.3879], [4.2595, -0.5484, 0.9419], [3.2819, 0.0918, -0.9075], [5.5325, 0.1165, -0.7084], [4.3225, -1.7849, -0.9438], [0.4597, -0.5748, -0.4679], [-0.0851, -1.4835, -3.1433], [1.5303, 0.1924, 3.0535], [0.1526, -0.4076, 3.1217], [-0.6710, 0.2000, 2.1891], [1.5520, 1.2142, 3.4324], [1.8973, 0.2847, 2.0313], [2.1756, -0.4950, 3.6006], [-0.2164, -0.3327, 4.1446], [0.0655, -1.4797, 2.9454], [-0.3721, -0.1044, 1.3291], [-2.6518, 3.3011, -1.4831], [-1.4474, 2.5699, -1.1135], [-1.2996, 1.3538, -1.9017], [-2.8280, 4.1838, -0.8685], [-3.4268, 2.6056, -1.1611], [-2.9228, 3.4068, -2.5336], [-1.5367, 2.2082, -0.0891], [-0.4812, 3.0595, -1.2352], [-0.6814, 1.6673, -2.5659]]}

---

(3)
{"formula": "C4H12BCs3O2S", "method": "ωB97M-V/def2-TZVPD", "charge": 2, "de_lowest_kcal_mol": 201.4, "lumo_energy_ev": -6.55, "orbital_gap_ev": 9.21, "total_energy_ev": -21570.590, "homo_energy_ev": -15.76, "elements": ["Cs", "Cs", "Cs", "B", "H", "H", "H", "H", "C", "C", "C", "S", "O", "O", "C", "H", "H", "H", "H", "H", "H", "H", "H"], "xyz": [[-2.5706, -0.5782, -1.7658], [0.2832, 1.7900, -2.5614], [-1.9409, 4.2074, -0.7775], [-1.5272, 1.6694, -1.0363], [-2.4494, 1.4785, -1.5629], [-1.6858, 1.6733, 0.0310], [-0.6894, 0.9953, -1.1255], [-1.0996, 2.6022, -1.3700], [0.3442, -2.1322, 0.5744], [-0.1153, -1.1421, 1.5768], [0.1631, 0.2053, 1.1155], [1.8459, 0.0731, 0.3980], [2.8172, -0.1260, 1.5129], [2.1392, 1.0399, -0.6530], [1.5746, -1.6542, -0.2901], [-0.5836, -2.2739, 0.0202], [0.6351, -3.0546, 1.0769], [0.5001, -1.2504, 2.4699], [-1.1453, -1.3322, 1.8786], [0.0539, 0.9607, 1.8937], [-0.4123, 0.5191, 0.2445], [2.5237, -2.1897, -0.3098], [1.3390, -1.4807, -1.3401]]}

---

(4)
{"formula": "C4H12BrN2", "method": "ωB97M-V/def2-TZVPD", "smiles": "CCC[C@@](N)([NH3+])Br", "charge": 1, "de_lowest_kcal_mol": 14.0, "lumo_energy_ev": -3.74, "orbital_gap_ev": 10.62, "total_energy_ev": -77357.490, "homo_energy_ev": -14.36, "elements": ["C", "C", "C", "C", "N", "N", "Br", "H", "H", "H", "H", "H", "H", "H", "H", "H", "H", "H", "H"], "xyz": [[-0.0607, 0.2140, 2.7013], [0.3953, 0.0289, 1.2107], [-0.7572, -0.0690, 0.1583], [-0.3240, 0.0827, -1.3102], [0.2828, 1.2833, -1.5593], [0.6035, -1.0510, -1.7086], [-1.9916, -0.2719, -2.5746], [-0.9381, 0.8336, 2.5883], [0.6561, 0.6107, 3.3016], [-0.2701, -0.8800, 3.0938], [1.0768, -0.8146, 1.2378], [0.9989, 0.7704, 0.8882], [-1.1253, -1.0970, 0.5377], [-1.3980, 0.7306, 0.4553], [-0.1802, 2.1362, -1.2457], [0.5687, 1.2752, -2.5125], [1.4826, -1.1764, -1.0681], [0.0475, -1.8837, -1.6266], [0.9328, -0.7220, -2.5676]]}

---

(5)
{"formula": "C4H12CeClGaO5PS", "method": "ωB97M-V/def2-TZVPD", "charge": 2, "multiplicity": 2, "lumo_energy_ev": [-11.18, -11.10], "orbital_gap_ev": [3.71, 3.78], "total_energy_ev": -112505.920, "homo_energy_ev": [-14.89, -14.89], "elements": ["O", "P", "O", "O", "Ga", "C", "C", "C", "C", "S", "O", "O", "Cl", "H", "H", "H", "H", "H", "H", "H", "H", "H", "H", "H", "H", "Ce"], "xyz": [[3.6450, -1.0183, 2.1257], [3.6138, -0.1710, 0.7669], [4.9596, -0.6882, -0.2478], [3.8612, 1.5155, 1.1251], [1.6043, -0.6775, -0.3131], [0.6939, 0.9121, -1.2701], [-0.5805, 1.5120, -0.3745], [-1.5400, 0.2050, 0.0142], [-3.1566, 0.5462, -0.1800], [-4.2413, -0.9327, 0.3557], [-3.9206, -1.1581, 1.8538], [-3.9512, -2.1570, -0.5572], [-6.2685, -0.3748, 0.0523], [5.1900, -1.6053, 0.1362], [3.0176, 1.9809, 1.4011], [1.9286, -1.7790, -1.4682], [0.6314, -1.4389, 0.7356], [0.1856, 0.4760, -2.2586], [1.4232, 1.7572, -1.6427], [-0.1491, 2.0170, 0.6005], [-1.2605, 2.2233, -1.0092], [-1.3312, -0.7077, -0.7238], [-1.2620, -0.0566, 1.1394], [-3.3069, 0.7934, -1.3275], [-3.5175, 1.4408, 0.5077], [3.7315, -2.6146, 0.5584]]}

---

(6)
{"formula": "C4H12Cl2NPSi", "method": "ωB97M-V/def2-TZVPD", "smiles": "CN(P(Cl)Cl)[Si](C)(C)C", "charge": 0, "de_lowest_kcal_mol": 0.0, "lumo_energy_ev": 0.70, "orbital_gap_ev": 10.13, "total_energy_ev": -48046.187, "homo_energy_ev": -9.43, "elements": ["C", "N", "P", "Cl", "Cl", "Si", "C", "C", "C", "H", "H", "H", "H", "H", "H", "H", "H", "H", "H", "H", "H"], "xyz": [[-1.1563, 0.5375, 1.7698], [-1.0365, -0.0858, 0.2959], [-2.4003, -0.4578, -0.6473], [-3.3906, 1.2650, -0.4293], [-3.3735, -1.7640, 0.6373], [0.5954, -0.1264, -0.4926], [1.3751, -1.6660, 0.3831], [0.3387, -0.0516, -2.3532], [1.6087, 1.3171, 0.1496], [-1.7008, -0.2024, 2.3645], [-0.0855, 0.7225, 2.0910], [-1.6283, 1.5381, 1.7396], [1.1221, -2.4142, -0.2603], [2.5070, -1.7876, 0.4242], [0.7348, -1.7806, 1.3404], [1.3570, -0.1955, -2.6103], [-0.3511, -0.7972, -2.5856], [-0.0449, 0.9229, -2.7392], [2.6829, 1.2205, 0.1804], [1.5938, 2.2477, -0.4071], [1.2524, 1.5580, 1.1491]]}

---

(7)
{"formula": "C4H12ClNSi", "method": "ωB97M-V/def2-TZVPD", "smiles": "CN[Si@@H](Cl)C(C)C", "charge": 0, "de_lowest_kcal_mol": 48.5, "lumo_energy_ev": 0.80, "orbital_gap_ev": 9.69, "total_energy_ev": -26233.216, "homo_energy_ev": -8.89, "elements": ["C", "N", "Si", "Cl", "C", "C", "C", "H", "H", "H", "H", "H", "H", "H", "H", "H", "H", "H", "H"], "xyz": [[-2.8767, -1.6712, 0.1707], [-1.4737, -1.1637, 0.1531], [-0.8411, 0.2209, -0.6752], [-1.5279, 1.9569, 0.0138], [1.3249, 0.1652, -0.2465], [1.2877, 0.6143, 1.2619], [2.1859, 1.1422, -1.0157], [-3.1559, -2.0524, -0.7521], [-2.8724, -2.3091, 0.9753], [-3.5251, -0.8445, 0.3437], [-0.8936, -1.6495, 0.9143], [-0.8614, 0.2734, -2.0538], [1.7221, -0.8786, -0.3342], [1.0986, 1.6244, 1.3459], [0.6359, 0.0045, 1.7929], [2.3266, 0.6133, 1.6069], [3.2316, 1.1783, -0.5364], [1.8437, 2.1253, -0.9394], [2.3710, 0.6502, -2.0253]]}

---

(8)
{"formula": "C4H12CuIO8S", "method": "ωB97M-V/def2-TZVPD", "charge": -1, "de_lowest_kcal_mol": 40.8, "multiplicity": 2, "lumo_energy_ev": [2.19, 1.06], "orbital_gap_ev": [6.36, 4.82], "total_energy_ev": -84296.856, "homo_energy_ev": [-4.17, -3.76], "elements": ["Cu", "S", "O", "O", "O", "O", "I", "C", "C", "O", "O", "H", "H", "H", "H", "H", "H", "C", "C", "O", "O", "H", "H", "H", "H", "H", "H"], "xyz": [[-0.7253, -0.2718, -0.2912], [-3.1037, -0.9410, 1.8645], [-2.2296, -0.1068, 0.9920], [-4.1945, -0.0366, 2.3192], [-3.6971, -2.0759, 1.2147], [-2.5096, -1.4190, 3.1141], [-1.5781, -2.0366, -2.3698], [1.6604, -1.7126, 0.8823], [2.1739, -1.5493, -0.5686], [1.5861, -0.3418, -1.0136], [0.2779, -1.9332, 0.8338], [2.0260, -1.0030, 1.6244], [2.0221, -2.6674, 1.2637], [2.0250, -2.4885, -1.1013], [3.2406, -1.5978, -0.3495], [2.1814, -0.1241, -1.7345], [0.0991, -2.7630, 1.2821], [0.1799, 2.7224, -0.0890], [0.0642, 2.3531, -1.5914], [-0.9526, 1.3585, -1.7044], [0.3979, 1.5381, 0.6928], [-0.7418, 3.2552, 0.1448], [1.0788, 3.3340, -0.0118], [1.0727, 2.0639, -1.8870], [-0.2217, 3.1562, -2.2707], [-1.1306, 1.4862, -2.6391], [0.9988, 1.8011, 1.3937]]}

---

(9)
{"formula": "C4H12IN2O", "method": "ωB97M-V/def2-TZVPD", "charge": 1, "de_lowest_kcal_mol": 109.2, "lumo_energy_ev": -3.22, "orbital_gap_ev": 8.14, "total_energy_ev": -17459.368, "homo_energy_ev": -11.36, "elements": ["C", "C", "C", "C", "N", "N", "O", "I", "H", "H", "H", "H", "H", "H", "H", "H", "H", "H", "H", "H"], "xyz": [[2.4786, 2.1915, 0.5886], [-1.7786, -0.0648, 0.9321], [-1.9790, -1.9529, -0.6835], [-0.6582, 0.0682, -1.0474], [1.7876, 0.9153, 0.2584], [-1.5129, -0.6203, -0.4248], [-0.0223, -0.0378, -2.1737], [3.0445, -0.6278, 0.2513], [2.7592, 2.0971, 1.6727], [3.3496, 2.5410, -0.0388], [1.8196, 3.0502, 0.4990], [-1.2688, -0.7079, 1.7000], [-1.5550, 0.9735, 1.1094], [-2.8690, -0.2311, 1.1053], [-3.0680, -1.9262, -0.7770], [-1.5648, -2.4072, -1.5541], [-1.5832, -2.5300, 0.0109], [-0.2150, 0.8920, -0.5367], [3.0286, -0.7887, 1.8611], [-0.1929, -0.8342, -2.7529]]}

---

(10)
{"formula": "C4H12IN2O", "method": "ωB97M-V/def2-TZVPD", "charge": 1, "de_lowest_kcal_mol": 0.0, "multiplicity": 3, "lumo_energy_ev": [-3.14, -6.41], "orbital_gap_ev": [6.54, 6.87], "total_energy_ev": -17459.477, "homo_energy_ev": [-9.68, -13.28], "elements": ["C", "C", "C", "C", "N", "N", "O", "I", "H", "H", "H", "H", "H", "H", "H", "H", "H", "H", "H", "H"], "xyz": [[-1.2584, 0.8506, -1.2380], [-1.5506, 1.2903, 1.2249], [-1.0545, 0.3213, 0.1696], [0.9257, -1.0962, -0.3432], [2.7675, -1.2996, 0.3228], [0.4214, 0.0403, 0.4115], [0.2734, -2.2021, 0.0280], [3.7722, 0.4260, -0.0567], [-2.3219, 0.9901, -1.4124], [-0.7741, 1.8167, -1.3747], [-0.8969, 0.1569, -1.9922], [-2.6293, 1.3734, 1.1473], [-1.1287, 2.2813, 1.0884], [-1.3266, 0.9415, 2.2288], [-1.5541, -0.6454, 0.2876], [1.0791, -0.9014, -1.4024], [3.1381, -2.0296, -0.2798], [0.5470, -0.1849, 1.4112], [1.0030, 0.8712, 0.2060], [0.5677, -3.0003, -0.4268]]}

---

(11)
{"formula": "C4H12KO2", "method": "ωB97M-V/def2-TZVPD", "charge": 1, "de_lowest_kcal_mol": 109.1, "lumo_energy_ev": -3.24, "orbital_gap_ev": 11.47, "total_energy_ev": -24752.957, "homo_energy_ev": -14.71, "elements": ["K", "C", "C", "O", "H", "H", "H", "H", "H", "H", "C", "C", "O", "H", "H", "H", "H", "H", "H"], "xyz": [[0.5173, -0.7379, 0.5493], [1.4391, -1.9116, -2.3223], [1.0572, -0.4859, -1.9466], [-0.1243, -0.5018, -1.1483], [1.5407, -2.5853, -1.4715], [2.4296, -1.9212, -2.7772], [0.8055, -2.3945, -3.0662], [1.0188, 0.1594, -2.8243], [1.8290, -0.1231, -1.2678], [-0.9093, -0.3581, -1.6819], [-2.0155, 1.1898, 1.6796], [-0.6286, 1.5427, 2.0888], [0.0928, 0.3555, 2.0965], [-2.6776, 2.0467, 1.8039], [-2.3653, 0.4232, 2.3711], [-1.9923, 0.8354, 0.6491], [-0.4830, 1.9708, 3.0806], [-0.2598, 2.2881, 1.3842], [0.7258, 0.2078, 2.8030]]}

---

(12)
{"formula": "C4H12N2", "method": "ωB97M-V/def2-TZVPD", "charge": -1, "de_lowest_kcal_mol": 79.0, "multiplicity": 2, "lumo_energy_ev": [4.33, 4.29], "orbital_gap_ev": [4.43, 6.61], "total_energy_ev": -7317.894, "homo_energy_ev": [-0.11, -2.32], "elements": ["C", "C", "C", "N", "C", "N", "H", "H", "H", "H", "H", "H", "H", "H", "H", "H", "H", "H"], "xyz": [[-1.3414, 0.9720, 0.6367], [-1.7187, -0.4776, 0.4187], [-1.8544, -0.9037, -1.1070], [1.0930, -0.2729, -0.0630], [2.3607, 0.0630, -0.4898], [3.2085, 0.9308, 0.1647], [-1.5354, 1.4086, 1.5876], [-0.3133, 1.0824, 0.5557], [-1.8915, 1.4994, -0.1108], [-2.6099, -0.7482, 1.0380], [-0.9006, -1.0898, 0.8544], [-0.9745, -0.5056, -1.6503], [-1.7426, -2.0422, -1.0940], [-2.8575, -0.7138, -1.5330], [2.8825, -0.5194, -1.1937], [2.0055, -0.8507, 0.4847], [2.7628, 1.7839, 0.4977], [3.4267, 0.3836, 1.0033]]}

---

(13)
{"formula": "C4H12N2", "method": "ωB97M-V/def2-TZVPD", "smiles": "C[C@H](N)CCN", "charge": 0, "de_lowest_kcal_mol": 18.5, "lumo_energy_ev": 1.13, "orbital_gap_ev": 9.46, "total_energy_ev": -7322.226, "homo_energy_ev": -8.32, "elements": ["C", "C", "N", "C", "C", "N", "H", "H", "H", "H", "H", "H", "H", "H", "H", "H", "H", "H"], "xyz": [[-1.8776, 1.0939, -0.8725], [-0.5243, 0.4392, -0.5515], [-0.0616, -0.4633, -1.5376], [-0.4377, -0.1053, 0.8832], [0.8510, -0.8678, 1.2034], [1.9916, 0.0028, 0.8977], [-1.7574, 2.1591, -1.0532], [-2.6577, 0.7774, -0.1825], [-2.1587, 0.7456, -1.8709], [0.2050, 1.2514, -0.5938], [-0.5111, -1.2210, -2.0189], [0.9283, -0.6435, -1.5437], [-0.4098, 0.6976, 1.6208], [-1.3062, -0.7607, 1.0155], [1.0459, -1.7905, 0.6538], [0.7798, -1.1342, 2.2466], [2.9021, -0.4288, 0.8599], [2.0277, 0.7754, 1.5473]]}